#i
Molecular formula: C4H6FNOS
Method: DFT, wB97M-V/def2-TZVPD

Calculated values
SMILES: CC(=O)N(S)/C=C\F
LUMO level (eV): 0.46
HOMO energy (eV): -9.51
Spin multiplicity: 1
Net charge: 0

Atoms and positions in Å:
S1 -1.9611 -0.3660 0.5093
F1 1.5937 0.9436 1.0690
O1 1.6406 -0.4350 -0.9059
N1 -0.4997 0.1861 -0.3376
C1 0.9062 1.8921 0.3100
C2 -0.0811 1.4639 -0.3599
C3 0.0052 -2.1654 -0.6284
C4 0.5746 -0.7826 -0.5355
H1 -0.7445 2.1968 -1.0535
H2 0.8864 -2.8068 -0.8920
H3 -0.9261 -2.1563 -1.3671
H4 -1.2571 -0.6332 1.6984
H5 1.4076 2.9001 0.3521
H6 -0.3882 -2.4073 0.3843

Atom charges from the natural (NBO) analysis, given in e for atoms 1 to 2: 0.181, -0.355

***

#ii
Molecular formula: C4H6FNOS
Method: DFT, wB97M-V/def2-TZVPD

Calculated values
SMILES: NC(=O)[C@@H]1S[C@@H]1CF
LUMO level (eV): 0.45
HOMO energy (eV): -9.41
Spin multiplicity: 1
Net charge: 0

Atoms and positions in Å:
S1 -0.0488 2.2934 -0.2686
F1 1.7269 -1.1159 0.1913
O1 -2.9161 -0.0913 -0.2798
N1 -0.9267 -1.2901 -0.1356
C1 1.5061 -0.0441 -0.6392
C2 0.7895 0.8080 0.4225
C3 -0.7578 0.8636 0.5681
C4 -1.6340 -0.1269 0.0388
H1 1.0559 -0.2640 -1.6067
H2 2.5559 0.2160 -0.8465
H3 -1.4206 -2.1469 -0.3907
H4 -1.3139 1.1753 1.4306
H5 -0.0087 -1.2835 0.1030
H6 1.3924 1.0066 1.4130

Atom charges from the natural (NBO) analysis, given in e for atoms 1 to 2: 0.173, -0.372

***

The structure with the least stability is #i.

***

#i
Molecular formula: C9H36N18O9
Method: DFT, wB97M-V/def2-TZVPD

Calculated values
SMILES: NC(N)=O.NC(N)=O.NC(N)=O.NC(N)=O.NC(N)=O.NC(N)=O.NC(N)=O.NC(N)=O.NC(N)=O
LUMO level (eV): -0.02
HOMO energy (eV): -8.98
Spin multiplicity: 1
Net charge: 0

Atoms and positions in Å:
O1 -1.2918 -0.2458 -0.3880
O2 -4.9694 -2.4150 1.0982
O3 3.2917 0.2247 -1.1673
O4 6.4799 -0.8568 2.5527
O5 2.3898 -0.4078 4.5124
O6 -2.8814 -1.7962 -3.8679
O7 -0.8650 0.8410 2.9367
O8 0.8727 -3.8270 -3.6325
O9 -3.1082 3.7179 -2.1715
N1 -0.8908 -3.1241 -2.4664
N2 -1.1533 4.6342 -1.6340
N3 4.9475 -1.1908 4.1256
N4 2.5562 0.7233 6.4245
N5 -4.3213 -0.4795 -4.8419
N6 -2.8287 -2.5591 0.6082
N7 5.1064 -0.1642 -2.3134
N8 0.9583 1.2267 5.0940
N9 -1.8815 2.1695 1.3976
N10 -3.7358 -0.0125 -2.7765
N11 3.4633 -1.4100 -2.7049
N12 -1.1748 2.7825 -2.7557
N13 0.6125 -0.3105 0.7478
N14 4.4161 -0.1369 2.4440
N15 0.7064 -0.0756 -1.4086
N16 -2.8320 1.7395 3.2523
N17 -3.7603 -0.5987 0.9299
N18 -0.1750 -2.0074 -4.1633
C1 2.0344 0.4964 5.2805
C2 -0.0445 -0.2121 -0.3577
C3 3.8663 -0.3553 -2.0535
C4 -1.8927 3.7448 -2.2612
C5 -3.5391 -0.8168 -3.8214
C6 0.0006 -3.0550 -3.4440
C7 -1.8078 1.4748 2.5218
C8 5.3888 -0.6805 3.0654
C9 -3.8898 -1.8977 0.8568
H1 1.6152 -0.3728 0.8514
H2 -0.1680 4.4582 -1.4992
H3 3.5149 0.4714 6.6185
H4 -4.4521 -0.2620 1.5842
H5 0.5669 1.2538 4.1633
H6 5.4520 -1.0147 -2.7345
H7 0.1392 0.2341 -2.1847
H8 4.0154 -0.9714 4.4469
H9 -2.6970 -3.4781 0.2106
H10 -3.6427 2.1973 2.8609
H11 0.8533 2.0086 5.7247
H12 0.5086 -1.6926 -4.8368
H13 -3.2161 -0.2148 -1.9344
H14 -0.8880 -4.0196 -1.9993
H15 -1.5605 -2.3751 -2.3643
H16 -4.3478 0.7720 -2.9501
H17 -2.0523 -1.9433 0.4130
H18 -2.7287 2.6605 1.1502
H19 -0.1652 2.7677 -2.7300
H20 4.6539 0.0995 1.4913
H21 5.5521 -1.8571 4.5845
H22 2.1513 1.4535 6.9928
H23 2.4950 -1.6786 -2.6033
H24 -4.0800 -0.9475 -5.7037
H25 3.4546 -0.1021 2.7512
H26 -1.3380 1.8667 0.6020
H27 -2.7737 1.7633 4.2604
H28 4.0435 -1.9226 -3.3535
H29 1.7150 -0.1287 -1.4038
H30 -1.7035 1.9227 -2.7202
H31 -1.1692 -1.8341 -4.2052
H32 -1.6966 5.1975 -0.9955
H33 0.0334 -0.0527 1.5341
H34 5.6530 0.4922 -1.7745
H35 -4.9508 0.3056 -4.7547
H36 -2.8347 -0.1966 0.8891

Atom charges from the Mulliken analysis, given in e for atoms 1 to 2: -0.349, -0.750

***

#ii
Molecular formula: C9H36N18O9
Method: DFT, wB97M-V/def2-TZVPD

Calculated values
SMILES: NC(N)=O.NC(N)=O.NC(N)=O.NC(N)=O.NC(N)=O.NC(N)=O.NC(N)=O.NC(N)=O.NC(N)=O
LUMO level (eV): 0.15
HOMO energy (eV): -9.09
Spin multiplicity: 1
Net charge: 0

Atoms and positions in Å:
O1 -1.5536 1.9613 2.1986
O2 2.9646 3.9441 4.0942
O3 3.8640 -4.7706 -2.1411
O4 -2.1069 1.2895 -1.3117
O5 1.5697 -1.2523 0.0133
O6 2.1378 1.0747 2.3860
O7 2.1976 0.7392 -6.2231
O8 -4.7438 0.0049 2.0583
O9 -0.0757 -3.7610 -2.8404
N1 -3.4809 -1.0043 0.3938
N2 -1.6837 -5.3776 -2.5591
N3 0.0638 0.4776 0.2242
N4 -2.5969 1.7839 4.2352
N5 2.7533 -2.7829 -2.4310
N6 1.6392 3.9799 2.2129
N7 -4.2195 2.0546 -0.7585
N8 3.8990 -3.2587 -0.4483
N9 0.5621 -5.9396 -2.8643
N10 2.2717 2.3818 -4.6002
N11 1.8208 5.9124 3.5093
N12 -0.6667 3.1053 3.9498
N13 3.2228 -0.8644 2.8900
N14 0.0102 -0.9069 -1.6293
N15 -3.5899 1.7026 -2.9986
N16 3.2217 0.9208 4.4365
N17 1.5758 0.1893 -4.0854
N18 -5.6514 -1.6780 0.8532
C1 3.4870 -3.6808 -1.6986
C2 -0.3918 -4.9409 -2.7895
C3 0.6335 -0.5800 -0.4351
C4 2.7789 0.4092 3.2260
C5 -1.5782 2.2118 3.4126
C6 -4.6116 -0.7981 1.1544
C7 -3.1964 1.7799 -1.6669
C8 2.0113 1.0987 -5.0436
C9 2.1905 4.5878 3.3425
H1 -0.8064 0.9218 -0.0694
H2 2.3994 -3.1327 -3.2979
H3 -4.4826 2.0230 -3.2984
H4 0.4335 0.5859 1.1596
H5 1.9901 2.7049 -3.6988
H6 -2.6394 -0.4828 0.5936
H7 -3.4085 -1.8057 -0.1905
H8 2.0874 6.4575 4.2992
H9 1.4766 -5.5635 -3.0760
H10 3.5691 -1.4952 3.5768
H11 -6.5070 -1.6922 1.3641
H12 1.4903 0.5043 -3.1393
H13 4.5546 -3.8858 -0.0261
H14 0.1695 3.1783 3.4028
H15 -1.8546 -6.3487 -2.3904
H16 2.9355 -1.1534 1.9629
H17 1.1697 6.2604 2.8393
H18 2.6882 3.0009 -5.2680
H19 -4.0735 1.8904 0.2270
H20 -5.0354 2.4698 -1.1505
H21 -2.5868 1.8976 5.2242
H22 3.5724 0.3053 5.1349
H23 1.5498 -0.7821 -4.2985
H24 -0.8634 -0.4476 -1.8245
H25 0.3480 -6.9081 -2.8373
H26 -0.6882 3.3301 4.9232
H27 -3.1166 1.0527 3.7571
H28 2.8359 1.8497 4.5818
H29 -3.0316 1.0891 -3.5634
H30 3.8239 -2.3032 -0.1626
H31 2.3696 -2.0103 -1.9122
H32 -2.5193 -4.8427 -2.6645
H33 -5.5306 -2.3214 0.1005
H34 0.1865 -1.8312 -2.0001
H35 1.6460 2.9566 2.1126
H36 1.1194 4.5150 1.5428

Atom charges from the Mulliken analysis, given in e for atoms 1 to 2: -0.624, -0.690

***

The structure with the least stability is #i.

***

#i
Molecular formula: C5H9N3O
Method: DFT, wB97M-V/def2-TZVPD

Calculated values
SMILES: [H]/N=C(\C)C(=C)O.N#CN
LUMO level (eV): 0.22
HOMO energy (eV): -8.78
Spin multiplicity: 1
Net charge: 0

Atoms and positions in Å:
O1 1.8195 0.9828 0.3775
N1 -0.6176 -1.5602 -0.1211
N2 -3.0265 0.2493 0.6298
N3 -1.8518 1.5580 -1.0527
C1 0.1094 -0.7559 0.5721
C2 0.8357 -1.1229 1.8376
C3 -2.5387 0.6539 -0.3648
C4 0.8677 0.2404 -0.2945
C5 0.9586 0.1163 -1.6402
H1 -1.0947 1.7950 -0.3975
H2 1.7860 -1.5986 1.5947
H3 0.2427 -0.4933 -2.1588
H4 -1.7844 2.1537 -1.8566
H5 -1.2006 -2.1548 0.4658
H6 2.5570 1.2004 -0.2046
H7 1.5885 0.7725 -2.2225
H8 1.1099 -0.2306 2.3974
H9 0.2394 -1.8062 2.4383

Atom charges from the natural (NBO) analysis, given in e for atoms 1 to 2: -0.705, -0.595

***

#ii
Molecular formula: C5H9N3O
Method: DFT, wB97M-V/def2-TZVPD

Calculated values
SMILES: C[C@H](C#N)/N=C\N(C)O
LUMO level (eV): 0.70
HOMO energy (eV): -9.33
Spin multiplicity: 1
Net charge: 0

Atoms and positions in Å:
O1 -0.0455 0.7407 1.4775
N1 0.3731 -1.2262 -1.1106
N2 1.0407 0.7233 0.4964
N3 -0.3747 -2.1450 1.9471
C1 1.7946 1.9565 0.2638
C2 0.9498 -0.1444 -0.5480
C3 -1.0185 -1.5793 -0.5302
C4 -2.0745 -0.4108 -0.8084
C5 -0.7511 -1.8774 0.8405
H1 -1.4064 -2.4334 -1.0548
H2 -3.0270 -0.7116 -0.5175
H3 -1.6235 0.3763 -0.0836
H4 2.6307 1.5468 -0.3949
H5 2.2772 2.4356 1.1857
H6 1.9027 -0.1411 -1.1928
H7 0.2067 0.1387 2.1662
H8 -2.1149 -0.1110 -1.8942
H9 1.2607 2.8623 -0.2421

Atom charges from the natural (NBO) analysis, given in e for atoms 1 to 2: -0.558, -0.457

***

#iii
Molecular formula: C5H9N3O
Method: DFT, wB97M-V/def2-TZVPD

Calculated values
SMILES: [H]/N=C(/N)N1CC=CCO1
LUMO level (eV): 0.85
HOMO energy (eV): -9.22
Spin multiplicity: 1
Net charge: 0

Atoms and positions in Å:
O1 0.1100 1.1167 1.0074
N1 -2.5181 0.7350 0.1148
N2 -1.7285 -1.3331 -0.6949
N3 -0.4535 -0.1970 0.9890
C1 -1.5378 -0.3027 0.0206
C2 0.7412 1.4432 -0.2289
C3 0.6589 -1.1632 0.9766
C4 1.6354 -0.8690 -0.1124
C5 1.7261 0.3525 -0.7395
H1 1.2751 2.3794 0.0601
H2 0.2104 -2.1442 0.9961
H3 1.0934 -0.9693 1.9550
H4 -2.0840 1.6520 0.2797
H5 -2.8493 0.7136 -0.9553
H6 2.2716 -1.6620 -0.3875
H7 0.0319 1.6682 -1.0527
H8 2.3555 0.5357 -1.6015
H9 -0.9384 -1.9557 -0.6268

Atom charges from the natural (NBO) analysis, given in e for atoms 1 to 2: -0.387, -0.809

***

#iv
Molecular formula: C5H9N3O
Method: DFT, wB97M-V/def2-TZVPD

Calculated values
SMILES: [H]/N=C1\[C@H](N)[C@@H]2C[C@@H]2N1O
LUMO level (eV): 0.89
HOMO energy (eV): -8.52
Spin multiplicity: 1
Net charge: 0

Atoms and positions in Å:
O1 -0.3580 -0.4777 -2.3169
N1 -1.9417 -0.6417 -0.2492
N2 -0.7135 0.4176 2.2264
N3 0.2070 -0.5857 -1.0452
C1 1.3596 0.1432 -0.7083
C2 1.3428 0.2732 0.7512
C3 0.0783 -0.3812 1.3155
C4 -0.6935 -0.5401 -0.0350
C5 0.9907 1.4629 -0.1319
H1 2.2848 -0.0159 -1.3035
H2 -1.2993 -0.3666 -2.0505
H3 0.2307 -1.3129 1.7621
H4 -0.0659 1.7095 -0.1859
H5 -2.4726 -0.7549 0.6118
H6 -0.9204 1.3596 1.9211
H7 2.2518 0.3786 1.3650
H8 1.6878 2.2309 -0.3236
H9 -0.1627 0.5148 3.0661

Atom charges from the natural (NBO) analysis, given in e for atoms 1 to 2: -0.550, -0.767

***

The structure with the least stability is #ii.

***

#i
Molecular formula: C3H5N2O
Method: DFT, wB97M-V/def2-TZVPD

Calculated values
SMILES: [O-][N+]1=CC[NH+]=C1
LUMO level (eV): -6.41
HOMO energy (eV): -14.31
Spin multiplicity: 1
Net charge: +1

Atoms and positions in Å:
O1 2.4854 -0.0865 -0.0400
N1 -0.7123 0.8496 0.0272
N2 1.3281 -0.0645 -0.0506
C1 0.5684 1.0921 -0.1170
C2 0.4632 -1.0422 0.0123
C3 -0.9571 -0.5872 -0.0702
H1 -1.5125 1.4867 0.4016
H2 -1.6254 -0.7263 -1.0698
H3 -1.5679 -0.9605 0.7821
H4 0.8981 2.1043 -0.0467
H5 0.6320 -2.0655 0.1709

Atom charges from the natural (NBO) analysis, given in e for atoms 1 to 2: -0.371, -0.425

***

#ii
Molecular formula: C3H5N2O
Method: DFT, wB97M-V/def2-TZVPD

Calculated values
SMILES: C=[NH+]/C=N\C=O
LUMO level (eV): -5.62
HOMO energy (eV): -15.93
Spin multiplicity: 1
Net charge: +1

Atoms and positions in Å:
O1 -1.2227 1.2004 0.1365
N1 1.0940 -0.1526 0.3797
N2 -0.9644 -1.0743 -0.1217
C1 0.7733 0.9375 -0.3302
C2 -1.6199 0.0793 0.2625
C3 0.2762 -1.2464 -0.0929
H1 0.8629 -2.0946 -0.3612
H2 1.3013 1.8574 -0.0610
H3 -2.6602 -0.1554 0.4331
H4 1.8405 -0.1106 1.0678
H5 0.3190 0.7593 -1.3126

Atom charges from the natural (NBO) analysis, given in e for atoms 1 to 2: -0.447, -0.574

***

#iii
Molecular formula: C3H5N2O
Method: DFT, wB97M-V/def2-TZVPD

Calculated values
LUMO level (alpha / beta) (eV): -7.76 / -7.76
HOMO energy (alpha / beta) (eV): -13.69 / -13.69
Spin multiplicity: 1
Net charge: +1

Atoms and positions in Å:
O1 -2.1353 0.6084 1.8502
N1 -1.5331 0.1742 0.9277
N2 -0.3747 -0.4486 0.9597
C1 0.4670 1.5092 -1.0348
C2 0.8832 0.3361 -0.9441
C3 0.2287 -0.8888 -0.2417
H1 0.9606 -1.6768 -0.1061
H2 -0.5683 -1.2182 -0.9409
H3 1.9465 0.0832 -0.8027
H4 0.0901 -0.8501 1.8886
H5 0.0355 2.3714 -1.5559

Atom charges from the natural (NBO) analysis, given in e for atoms 1 to 2: -0.245, 0.226

***

#iv
Molecular formula: C3H5N2O
Method: DFT, wB97M-V/def2-TZVPD

Calculated values
LUMO level (alpha / beta) (eV): -7.70 / -7.70
HOMO energy (alpha / beta) (eV): -15.33 / -15.33
Spin multiplicity: 1
Net charge: +1

Atoms and positions in Å:
O1 -1.6449 1.2026 0.1318
N1 -0.9673 -0.8448 -0.3646
N2 -1.8271 0.0584 -0.1912
C1 1.4522 0.2800 0.2033
C2 1.2717 1.3643 -0.4212
C3 0.2971 -0.8857 0.2938
H1 1.0446 -1.5573 -0.1853
H2 -2.7914 -0.3027 -0.5004
H3 2.3395 -0.1412 0.6365
H4 0.1450 -1.1744 1.3008
H5 0.6806 2.0009 -0.9034

Atom charges from the natural (NBO) analysis, given in e for atoms 1 to 2: -0.361, -0.226

***

The structure with the least stability is #iv.